Below is 2 unconnected molecules or ions with the total composition C3H3NO2, with properties calculated with ωB97M-V with the def2-TZVPD basis set.

Output
LUMO level: 0.69 eV
SMILES: C=C=O.N=C=O
HOMO energy: -9.12 eV
Energy above the lowest of the compared OMol25 structures with the same formula, charge and spin: 204.6 kJ/mol
Largest force on an atom: 0.06062 Eh/bohr
Kohn-Sham gap: 9.808 eV
Calculated total energy: -8743.011 eV

```
9
Properties=species:S:1:pos:R:3:forces:R:3:lowdin_charge:R:1
C -0.711 -0.590 -0.889 -0.9 -2.8 1.0 -0.048
C -1.442 0.055 0.002 -1.7 1.1 -0.6 -0.272
O -2.165 0.738 0.634 1.7 -1.4 -0.6 0.153
H -0.670 -0.228 -1.890 0.1 0.5 -0.4 0.067
H -0.486 -1.719 -0.768 -0.3 2.3 0.1 0.120
N 0.875 0.631 1.265 -0.3 0.1 1.9 0.190
C 1.425 0.281 0.264 1.3 0.6 -1.7 -0.451
O 1.880 0.107 -0.797 0.3 -0.4 0.6 0.142
H 1.294 0.724 2.179 -0.1 -0.1 -0.2 0.101
```
Forces are in eV/Å.